Here is the molecule C20H27N3O5S at a distorted geometry from the OMol25 dataset. Energies are from ωB97M-V/def2-TZVPD.

XYZ file:
```
56
Properties=species:S:1:pos:R:3:mulliken_charge:R:1
C 1.28 6.09 -0.76 -0.872
C 0.45 5.12 -0.44 0.294
C 0.64 4.23 0.76 -1.391
N 0.64 2.83 0.37 0.326
C 1.82 2.21 0.18 -0.016
C 1.98 0.92 -0.22 -0.668
C 3.40 0.45 -0.34 0.468
O 4.33 1.18 -0.05 -0.754
N 3.53 -0.80 -0.81 -0.050
C 4.81 -1.45 -0.92 -0.905
C 5.05 -2.42 0.25 -0.357
O 6.20 -3.22 0.10 -0.377
C 7.42 -2.53 0.24 -0.665
C 0.82 0.09 -0.46 1.449
O 0.86 -1.10 -0.79 -0.934
C -0.46 0.79 -0.29 -0.211
C -1.63 0.09 -0.55 -0.126
C -2.86 0.69 -0.40 -0.258
S -4.35 -0.24 -0.78 1.529
O -5.45 0.48 -0.20 -0.716
O -4.37 -0.49 -2.18 -0.766
N -4.06 -1.66 0.02 0.319
C -4.31 -1.62 1.44 -0.652
C -5.77 -1.85 1.82 -1.169
C -4.12 -2.91 -0.69 -0.558
C -2.88 -3.77 -0.46 -1.068
C -2.94 2.01 0.02 -1.179
C -1.80 2.73 0.27 -0.814
C -0.53 2.14 0.12 0.838
H 1.12 6.72 -1.62 0.274
H 2.16 6.31 -0.18 0.262
H -0.42 4.91 -1.04 0.319
H -0.15 4.40 1.50 0.382
H 1.60 4.45 1.23 0.486
H 2.71 2.80 0.36 0.476
H 2.68 -1.35 -0.95 0.265
H 5.57 -0.66 -0.92 0.454
H 4.86 -2.00 -1.86 0.255
H 4.21 -3.12 0.32 0.281
H 5.11 -1.84 1.19 0.328
H 7.61 -1.86 -0.60 0.272
H 8.19 -3.30 0.27 0.247
H 7.44 -1.95 1.17 0.302
H -1.56 -0.94 -0.88 0.456
H -3.99 -0.63 1.78 0.289
H -3.67 -2.37 1.92 0.417
H -6.11 -2.83 1.52 0.298
H -6.39 -1.10 1.33 0.308
H -5.89 -1.76 2.90 0.411
H -4.20 -2.64 -1.75 0.361
H -5.02 -3.47 -0.41 0.357
H -1.98 -3.23 -0.73 0.205
H -2.95 -4.67 -1.08 0.418
H -2.81 -4.08 0.58 0.292
H -3.92 2.45 0.13 0.549
H -1.89 3.76 0.58 0.322
```

The value obtained for the total energy is -1716.9566 Ha. As for the SMILES: C=CCn1cc(C(=O)NCCOC)c(=O)c2cc(S(=O)(=O)N(CC)CC)ccc21. As for the HOMO-LUMO gap: 8.6 eV. As for the multiplicity: 1. As for the net charge: 0. As for the energy above the lowest of the compared OMol25 structures with the same formula, charge and spin: 376.05 kJ/mol.


Here is the molecule C20H27N5O5S2 at a distorted geometry from the OMol25 dataset. Energies are from ωB97M-V/def2-TZVPD.

XYZ file:
```
59
Properties=species:S:1:pos:R:3:mulliken_charge:R:1
C -7.18 -1.77 -1.14 -1.292
C -5.66 -1.65 -1.10 -0.248
C -4.99 -2.68 -2.01 -0.633
C -3.51 -2.55 -1.96 0.488
N -2.79 -2.19 -2.95 -0.857
N -1.48 -2.12 -2.68 0.004
C -1.21 -2.43 -1.46 0.199
N 0.06 -2.42 -0.95 0.018
C 0.29 -2.52 0.40 0.441
O -0.59 -2.82 1.17 -0.723
C 1.72 -2.29 0.82 -0.579
C 1.76 -1.23 1.92 -0.984
C 0.95 -0.02 1.49 0.740
O 0.35 0.00 0.42 -0.588
N 0.87 1.02 2.35 0.210
C 1.61 1.19 3.57 -0.849
C 2.71 2.25 3.36 -0.663
N 2.25 3.28 2.45 0.085
S 3.14 3.56 1.07 1.247
O 4.51 3.44 1.45 -0.732
O 2.65 4.80 0.54 -0.748
C 2.78 2.27 -0.12 -0.229
C 3.58 1.14 -0.15 -0.194
C 3.32 0.15 -1.07 -0.591
C 2.24 0.27 -1.95 0.746
O 2.03 -0.78 -2.78 -0.534
C 1.12 -0.64 -3.86 -1.017
C 1.46 1.43 -1.93 -0.642
C 1.74 2.42 -1.01 -0.647
C 0.83 3.47 2.39 -0.956
C 0.09 2.19 1.98 -0.466
S -2.59 -2.86 -0.49 -0.079
H -7.64 -1.03 -0.50 0.361
H -7.49 -2.76 -0.81 0.323
H -7.54 -1.62 -2.16 0.329
H -5.31 -1.79 -0.07 0.344
H -5.37 -0.65 -1.42 0.298
H -5.27 -3.69 -1.68 0.297
H -5.31 -2.54 -3.04 0.309
H 0.79 -2.07 -1.57 0.168
H 2.13 -3.23 1.21 0.384
H 2.32 -1.96 -0.03 0.031
H 1.29 -1.64 2.82 0.582
H 2.79 -0.95 2.14 0.534
H 0.91 1.52 4.34 0.357
H 2.05 0.25 3.90 0.418
H 3.61 1.82 2.93 0.361
H 2.97 2.70 4.33 0.331
H 4.41 1.07 0.53 0.562
H 3.94 -0.73 -1.14 0.468
H 0.08 -0.61 -3.51 0.427
H 1.35 0.25 -4.45 0.450
H 1.26 -1.53 -4.47 0.263
H 0.63 1.55 -2.61 0.461
H 1.17 3.34 -0.99 0.533
H 0.66 4.28 1.68 0.407
H 0.49 3.81 3.38 0.332
H -0.89 2.14 2.47 0.475
H -0.07 2.14 0.90 0.270
```

The value obtained for the total energy is -2224.6911 Ha. As for the SMILES: CCCc1nnc(NC(=O)CCC(=O)N2CCN(S(=O)(=O)c3ccc(OC)cc3)CC2)s1. As for the HOMO-LUMO gap: 9.3 eV. As for the multiplicity: 1. As for the net charge: 0. As for the energy above the lowest of the compared OMol25 structures with the same formula, charge and spin: 25.07 kJ/mol.


Here is the molecule C20H27NO from the OMol25 dataset. Energies are from ωB97M-V/def2-TZVPD.

XYZ file:
```
49
Properties=species:S:1:pos:R:3:mulliken_charge:R:1
C -3.79 0.82 2.84 -0.801
O -2.98 1.85 2.32 -0.458
C -1.63 1.65 2.28 0.805
C -0.97 0.52 2.73 -0.412
C 0.40 0.42 2.61 -0.455
C 1.15 1.43 2.03 0.403
C 2.64 1.27 1.86 -1.406
C 2.99 0.22 0.79 -0.943
C 2.70 0.65 -0.66 0.501
C 3.64 1.77 -1.11 -1.730
N 1.33 1.11 -0.81 0.181
C 0.28 0.12 -0.80 -1.894
C 0.14 -0.76 -2.06 0.941
C -0.30 0.06 -3.27 -1.752
C -0.82 -1.88 -1.77 0.191
C -2.15 -1.63 -1.46 -0.071
C -3.02 -2.66 -1.18 -0.856
C -2.58 -3.97 -1.20 -0.369
C -1.26 -4.24 -1.51 -0.635
C -0.38 -3.20 -1.79 -0.256
C 0.49 2.58 1.61 -0.304
C -0.88 2.69 1.73 -0.746
H -3.56 0.62 3.89 0.335
H -3.68 -0.10 2.26 0.287
H -4.81 1.18 2.76 0.242
H -1.52 -0.30 3.17 0.408
H 0.89 -0.47 2.97 0.384
H 3.09 2.23 1.60 0.441
H 3.08 0.94 2.80 0.360
H 2.43 -0.69 1.01 0.404
H 4.05 -0.01 0.86 0.536
H 2.91 -0.24 -1.29 0.099
H 4.68 1.50 -0.91 0.422
H 3.53 1.95 -2.18 0.473
H 3.41 2.69 -0.58 0.364
H 1.25 1.69 -1.64 0.431
H -0.66 0.67 -0.64 0.333
H 0.43 -0.52 0.07 0.387
H 1.13 -1.20 -2.28 0.409
H 0.45 0.80 -3.53 0.468
H -1.24 0.57 -3.07 0.278
H -0.45 -0.59 -4.13 0.459
H -2.51 -0.61 -1.44 0.307
H -4.05 -2.44 -0.94 0.386
H -3.26 -4.78 -0.98 0.385
H -0.90 -5.26 -1.53 0.385
H 0.65 -3.42 -2.02 0.332
H 1.05 3.39 1.17 0.340
H -1.40 3.58 1.40 0.409
```

The value obtained for the total energy is -908.2865 Ha. As for the SMILES: COc1ccc(CC[C@H](C)NC[C@H](C)c2ccccc2)cc1. As for the HOMO-LUMO gap: 8.6 eV. As for the multiplicity: 1. As for the net charge: 0. As for the energy above the lowest of the compared OMol25 structures with the same formula, charge and spin: 54.81 kJ/mol.